# 1
Molecular formula: C10H15N5
Method: DFT, wB97M-V/def2-TZVPD

Each line ends with the Mulliken charge.
Cartesian coordinates (Å):
C  -6.264  -21.484  -10.741  -0.781
C  -7.246  -20.886  -9.856  0.372
N  -8.015  -20.406  -9.159  -0.411
H  -6.649  -22.344  -11.277  0.274
H  -5.326  -21.724  -10.237  0.303
H  -5.930  -20.716  -11.448  0.255
C  -10.788  -18.014  -14.571  -0.768
C  -9.738  -18.528  -13.696  0.358
N  -8.927  -18.949  -13.001  -0.373
H  -11.640  -17.554  -14.085  0.217
H  -11.130  -18.872  -15.156  0.295
H  -10.304  -17.338  -15.277  0.269
C  -8.460  -16.982  -10.398  -0.436
C  -9.705  -16.297  -10.005  0.310
N  -10.681  -15.791  -9.685  -0.404
H  -8.343  -16.781  -11.460  0.198
H  -8.661  -18.048  -10.290  0.092
H  -7.600  -16.724  -9.791  0.213
C  -13.614  -14.439  -11.232  -0.733
C  -12.865  -14.689  -12.463  0.370
N  -12.240  -14.867  -13.406  -0.404
H  -13.463  -13.401  -10.945  0.240
H  -13.272  -15.128  -10.461  0.247
H  -14.689  -14.599  -11.314  0.302
C  -3.264  -14.816  -8.146  -0.723
C  -4.065  -15.923  -8.694  0.268
N  -4.736  -16.772  -9.080  -0.336
H  -2.224  -15.132  -8.090  0.264
H  -3.586  -14.721  -7.107  0.254
H  -3.428  -13.902  -8.701  0.267

- Structure (SMILES): CC#N.CC#N.CC#N.CC#N.CC#N
- Energy above the lowest of the compared OMol25 structures with the same formula, charge and spin: 93.00 kJ/mol
- E_LUMO: 0.7 eV
- Max |F|: 1.27 eV/Å
- Kohn-Sham gap: 0.433 Ha
- Molar mass: 205.265 g mol⁻¹

# 2
Molecular formula: C10H15NO2
Method: DFT, wB97M-V/def2-TZVPD

Each line ends with the Mulliken charge.
Cartesian coordinates (Å):
C  0.777  2.533  0.164  -1.163
C  -0.471  1.732  0.482  0.189
C  -0.366  0.420  0.942  -0.418
C  -1.488  -0.334  1.247  -0.616
C  -2.732  0.193  0.938  0.500
O  -3.841  -0.602  1.150  -0.548
C  -2.849  1.473  0.446  -0.495
C  -1.726  2.271  0.265  -0.490
H  0.548  3.227  -0.644  0.349
H  1.602  1.892  -0.161  0.233
H  1.172  3.082  1.016  0.284
H  0.648  0.069  1.082  0.735
H  -1.439  -1.247  1.826  0.392
H  -4.519  -0.091  1.599  0.323
H  -3.863  1.817  0.234  0.363
H  -1.888  3.280  -0.091  0.370
C  1.736  -2.974  -1.871  -1.165
C  1.385  -1.493  -1.609  -0.112
C  2.513  -0.856  -0.832  0.407
N  2.568  -1.201  0.499  -0.367
O  3.398  -0.185  -1.319  -0.629
H  2.806  -3.164  -1.829  0.318
H  1.388  -3.238  -2.862  0.334
H  1.192  -3.622  -1.191  0.347
H  1.279  -0.943  -2.541  0.299
H  0.436  -1.327  -1.105  0.143
H  3.384  -1.055  1.068  0.200
H  1.978  -1.937  0.876  0.220

- Structure (SMILES): Cc1ccc(O)cc1.CCC(N)=O
- Energy above the lowest of the compared OMol25 structures with the same formula, charge and spin: 35.16 kJ/mol
- E_LUMO: 0.7 eV
- Max |F|: 1.19 eV/Å
- Kohn-Sham gap: 0.345 Ha
- Molar mass: 181.235 g mol⁻¹

# 3
Molecular formula: C10H15NO2
Method: DFT, wB97M-V/def2-TZVPD

Each line ends with the Mulliken charge.
Cartesian coordinates (Å):
C  0.419  3.046  -0.893  -1.311
C  1.312  1.843  -0.611  0.618
C  1.984  1.681  0.590  -0.630
C  2.673  0.520  0.878  -0.494
C  2.879  -0.417  -0.133  0.789
O  3.582  -1.565  0.063  -0.558
C  2.303  -0.235  -1.375  -0.555
C  1.559  0.909  -1.619  -0.497
H  0.802  3.970  -0.492  0.371
H  -0.594  2.791  -0.600  0.255
H  0.476  3.182  -1.956  0.375
H  1.825  2.397  1.391  0.333
H  3.030  0.260  1.865  0.290
H  3.743  -1.762  0.996  0.300
H  2.573  -0.897  -2.188  0.408
H  1.151  1.141  -2.594  0.305
C  -1.592  -0.850  1.507  -1.248
C  -2.293  -2.145  1.038  -0.323
C  -2.988  -2.049  -0.297  0.424
N  -3.487  -0.817  -0.630  -0.352
O  -2.985  -2.944  -1.118  -0.619
H  -1.180  -0.374  0.664  0.406
H  -0.761  -1.116  2.160  0.356
H  -2.270  -0.182  2.037  0.334
H  -1.556  -2.922  0.877  0.286
H  -2.846  -2.515  1.902  0.296
H  -3.892  -0.739  -1.545  0.229
H  -3.865  -0.214  0.082  0.214

- Structure (SMILES): Cc1ccc(O)cc1.CCC(N)=O
- Energy above the lowest of the compared OMol25 structures with the same formula, charge and spin: 50.23 kJ/mol
- E_LUMO: 0.7 eV
- Max |F|: 1.48 eV/Å
- Kohn-Sham gap: 0.335 Ha
- Molar mass: 181.235 g mol⁻¹

# 4
Molecular formula: C10H15NO2
Method: DFT, wB97M-V/def2-TZVPD

Each line ends with the Mulliken charge.
Cartesian coordinates (Å):
C  -1.187  0.270  0.239  1.442
C  -0.220  -0.843  0.484  0.639
C  -0.826  1.241  -0.589  -0.186
C  0.933  -0.883  -0.201  0.645
C  1.178  0.217  -1.111  0.322
C  -2.549  0.368  0.864  -1.946
C  -0.580  -1.853  1.579  -1.909
C  -1.064  2.399  -1.383  -1.297
C  1.656  -2.132  -0.346  -1.848
C  2.083  1.279  -0.601  -1.164
N  0.799  0.140  -2.489  1.177
O  0.295  -0.905  -2.865  -0.692
O  1.003  1.064  -3.223  -0.667
H  -2.594  0.695  1.864  0.415
H  -2.894  -0.638  0.948  0.478
H  -3.401  0.781  0.364  0.413
H  -1.136  -1.573  2.471  0.400
H  0.383  -2.448  1.855  0.240
H  -1.098  -2.608  0.996  0.438
H  -0.587  3.238  -0.983  0.253
H  -2.128  2.371  -1.389  0.441
H  -0.839  2.244  -2.476  0.278
H  1.139  -2.750  -1.032  0.339
H  1.647  -2.641  0.573  0.461
H  2.702  -2.096  -0.601  0.404
H  2.069  2.100  -1.428  0.333
H  3.137  1.072  -0.372  0.308
H  1.714  1.741  0.346  0.285

- Multiplicity: 3
- Energy above the lowest of the compared OMol25 structures with the same formula, charge and spin: 421.56 kJ/mol
- E_LUMO (spin up / spin down): 0.7 / -1.9 eV
- Max |F|: 3.40 eV/Å
- Kohn-Sham gap (spin up / spin down): 0.255 / 0.235 Ha
- Molar mass: 181.235 g mol⁻¹

# 5
Molecular formula: C10H15NO2S
Method: DFT, wB97M-V/def2-TZVPD

Each line ends with the Mulliken charge.
Cartesian coordinates (Å):
C  0.292  0.249  1.867  -1.251
N  0.901  0.144  0.549  0.557
C  2.246  -0.407  0.630  -0.700
C  2.680  -1.084  -0.672  -0.387
O  3.970  -1.641  -0.574  -0.544
C  0.838  1.400  -0.193  -0.997
C  -0.331  1.434  -1.194  -0.753
C  -1.688  1.454  -0.523  0.415
O  -2.140  2.522  -0.100  -0.647
C  -2.451  0.191  -0.367  0.228
C  -1.971  -1.124  -0.567  -0.499
C  -2.932  -2.071  -0.332  -0.408
S  -4.426  -1.353  0.114  -0.159
C  -3.772  0.213  0.008  -0.352
H  0.209  -0.770  2.317  0.315
H  0.849  0.922  2.545  0.382
H  -0.715  0.660  1.801  0.367
H  2.300  -1.182  1.444  0.253
H  3.001  0.341  0.936  0.387
H  2.616  -0.367  -1.506  0.317
H  2.000  -1.892  -0.898  0.203
H  4.607  -0.950  -0.457  0.321
H  1.741  1.522  -0.729  0.566
H  0.774  2.229  0.490  0.361
H  -0.248  2.342  -1.762  0.478
H  -0.245  0.590  -1.877  0.304
H  -0.939  -1.350  -0.823  0.274
H  -2.822  -3.117  -0.381  0.490
H  -4.342  1.095  0.253  0.481

- Structure (SMILES): CN(CCO)CCC(=O)c1ccsc1
- Energy above the lowest of the compared OMol25 structures with the same formula, charge and spin: 95.08 kJ/mol
- E_LUMO: 0.4 eV
- Max |F|: 1.48 eV/Å
- Kohn-Sham gap: 0.340 Ha
- Molar mass: 213.302 g mol⁻¹

# 6
Molecular formula: C10H15NO5
Method: DFT, wB97M-V/def2-TZVPD

Each line ends with the Mulliken charge.
Cartesian coordinates (Å):
C  0.005  -3.063  0.229  -0.507
O  -1.309  -2.593  0.013  -0.424
C  -1.410  -1.506  -0.900  -0.020
C  -2.547  -0.587  -0.464  -0.940
C  -2.147  0.726  0.227  -0.697
C  -0.961  0.638  1.208  -0.631
C  0.224  1.582  0.941  -1.258
C  1.313  1.072  0.019  1.186
N  0.956  1.027  -1.411  -0.578
C  0.136  1.739  -1.948  0.680
O  -0.677  2.389  -2.475  -0.466
C  2.667  1.766  0.144  -0.685
O  3.547  0.737  -0.323  -0.323
C  3.020  -0.419  0.142  0.430
O  3.601  -1.428  0.314  -0.515
O  1.686  -0.258  0.376  -0.214
H  0.609  -3.028  -0.684  0.272
H  0.520  -2.480  1.000  0.134
H  -0.062  -4.099  0.563  0.305
H  -1.605  -1.911  -1.900  0.403
H  -0.451  -0.978  -0.931  0.018
H  -3.148  -0.331  -1.342  0.323
H  -3.198  -1.173  0.190  0.353
H  -3.023  1.063  0.788  0.366
H  -1.976  1.505  -0.521  0.324
H  -0.595  -0.387  1.297  0.358
H  -1.322  0.910  2.202  0.421
H  -0.121  2.559  0.588  0.403
H  0.718  1.758  1.902  0.578
H  2.768  2.661  -0.462  0.311
H  2.885  1.945  1.199  0.394

- Structure (SMILES): COCCCCC[C@@]1(N=C=O)COC(=O)O1
- Energy above the lowest of the compared OMol25 structures with the same formula, charge and spin: 0.00 kJ/mol
- E_LUMO: 0.4 eV
- Max |F|: 0.63 eV/Å
- Kohn-Sham gap: 0.365 Ha
- Molar mass: 229.232 g mol⁻¹

# 7
Molecular formula: C10H16
Method: DFT, wB97M-V/def2-TZVPD

Each line ends with the Mulliken charge.
Cartesian coordinates (Å):
C  -0.231  1.569  2.776  -0.788
C  -0.838  2.313  1.615  -0.468
H  0.051  2.267  3.587  0.296
H  -0.768  0.729  3.237  0.291
H  0.721  1.133  2.404  0.115
H  -1.868  2.651  1.715  0.376
H  -0.957  1.602  0.779  -0.107
H  -0.073  2.975  1.198  0.286
C  1.547  -1.439  -0.040  -0.640
C  2.335  -2.405  -0.937  -1.264
C  0.257  -0.901  -0.644  1.548
C  -1.012  -1.147  -0.161  -0.687
C  0.508  0.138  -1.579  -1.809
C  -2.133  -0.380  -0.624  -0.609
C  -0.625  0.739  -2.222  -0.016
C  -1.873  0.515  -1.718  -0.506
H  1.303  -2.060  0.859  0.228
H  2.063  -0.588  0.410  0.492
H  3.166  -1.813  -1.358  0.256
H  -1.118  -1.896  0.605  0.229
H  1.400  0.169  -2.176  0.062
H  -3.127  -0.463  -0.173  0.354
H  -0.471  1.152  -3.226  0.380
H  -2.673  1.178  -2.097  0.177
H  1.726  -2.763  -1.757  0.351
H  2.690  -3.277  -0.474  0.454

- Multiplicity: 2
- Net charge: -1
- Energy above the lowest of the compared OMol25 structures with the same formula, charge and spin: 76.12 kJ/mol
- E_LUMO (spin up / spin down): 4.0 / 3.8 eV
- Max |F|: 3.14 eV/Å
- Kohn-Sham gap (spin up / spin down): 0.126 / 0.272 Ha
- Molar mass: 136.238 g mol⁻¹

# 8
Molecular formula: C10H16
Method: DFT, wB97M-V/def2-TZVPD

Each line ends with the Mulliken charge.
Cartesian coordinates (Å):
C  -2.079  0.534  -1.541  -0.557
C  -1.298  1.837  -1.742  -0.863
H  -1.518  -0.246  -2.039  0.133
H  -2.182  0.295  -0.481  0.004
H  -3.088  0.712  -1.915  0.434
H  -0.963  1.977  -2.770  0.263
H  -0.360  1.859  -1.175  0.095
H  -1.903  2.690  -1.420  0.412
C  -0.339  -0.537  1.997  0.014
C  -0.487  -1.798  2.844  -1.398
C  0.742  -0.474  0.929  0.663
C  0.429  -1.057  -0.299  -0.958
C  1.570  0.692  0.866  -1.104
C  1.136  -0.794  -1.469  -0.512
C  2.484  0.791  -0.219  -0.165
C  2.258  0.109  -1.378  -0.595
H  -1.293  -0.234  1.551  -0.075
H  -0.103  0.230  2.722  0.385
H  -1.533  -2.052  3.062  0.433
H  -0.339  -1.806  -0.509  0.270
H  1.703  1.405  1.673  0.255
H  0.906  -1.262  -2.418  0.474
H  3.365  1.417  -0.131  0.358
H  2.940  0.199  -2.224  0.326
H  0.100  -1.802  3.766  0.313
H  -0.147  -2.689  2.323  0.395

- Multiplicity: 2
- Net charge: -1
- Energy above the lowest of the compared OMol25 structures with the same formula, charge and spin: 59.93 kJ/mol
- E_LUMO (spin up / spin down): 4.2 / 3.9 eV
- Max |F|: 2.15 eV/Å
- Kohn-Sham gap (spin up / spin down): 0.129 / 0.279 Ha
- Molar mass: 136.238 g mol⁻¹